# 1
ORCA calculation (ωB97M-V/def2-TZVPD) on C40H42BMoN4O4S2 as an isolated structure at a distorted geometry.

The geometry in ORCA input format:
```
! wB97M-V def2-TZVPD RIJCOSX def2/J DEFGRID3
* xyz 1 1
Mo 0.352 -0.073 0.213
C -2.477 4.491 -0.480
N -2.704 3.411 0.463
C -3.823 3.246 1.248
C -3.626 2.129 1.978
N -2.395 1.600 1.639
B -1.671 0.425 2.334
N -2.426 -0.920 2.279
C -3.705 -1.218 2.710
C -3.885 -2.552 2.613
N -2.708 -3.079 2.127
C -2.442 -4.476 1.844
C -1.827 -2.075 1.940
S -0.195 -2.351 1.495
C -1.839 2.410 0.721
S -0.250 2.407 0.062
H -3.385 5.082 -0.557
H -2.217 4.084 -1.455
H -1.659 5.126 -0.141
H -4.652 3.932 1.222
H -4.254 1.680 2.725
H -1.380 0.703 3.458
H -0.702 0.230 1.609
H -4.382 -0.465 3.066
H -4.735 -3.165 2.855
H -3.337 -5.054 2.054
H -1.622 -4.839 2.462
H -2.160 -4.598 0.800
C 6.547 -1.113 0.357
C 5.924 0.276 0.370
C 6.995 1.349 0.403
O 5.089 0.511 -0.781
C 3.731 0.476 -0.416
C 3.768 0.056 1.077
O 5.069 0.414 1.479
C 2.746 0.689 2.065
O 1.492 0.194 1.635
C 2.706 2.218 2.119
C 3.659 3.054 1.550
C 3.537 4.435 1.655
C 2.481 4.993 2.356
C 1.551 4.162 2.965
C 1.661 2.788 2.843
C 3.079 0.140 3.458
C 2.583 -1.101 3.840
C 2.833 -1.598 5.110
C 3.586 -0.861 6.011
C 4.102 0.366 5.626
C 3.852 0.866 4.356
C 2.903 -0.409 -1.419
O 1.551 -0.276 -0.989
C 3.325 -1.884 -1.429
C 2.526 -2.888 -0.899
C 2.926 -4.216 -0.958
C 4.125 -4.552 -1.564
C 4.914 -3.556 -2.121
C 4.515 -2.231 -2.063
C 2.986 0.139 -2.849
C 3.555 1.368 -3.157
C 3.619 1.794 -4.478
C 3.108 1.006 -5.495
C 2.507 -0.208 -5.189
C 2.446 -0.636 -3.874
H 7.125 -1.252 -0.555
H 5.788 -1.890 0.420
H 7.208 -1.204 1.219
H 7.692 1.178 -0.416
H 7.532 1.310 1.350
H 6.550 2.335 0.280
H 3.290 1.478 -0.493
H 3.613 -1.030 1.151
H 4.519 2.638 1.046
H 4.280 5.073 1.194
H 2.391 6.068 2.440
H 0.739 4.589 3.542
H 0.939 2.140 3.326
H 1.984 -1.675 3.146
H 2.429 -2.561 5.397
H 3.766 -1.240 7.008
H 4.693 0.949 6.321
H 4.260 1.825 4.064
H 1.568 -2.656 -0.460
H 2.284 -4.982 -0.542
H 4.434 -5.588 -1.617
H 5.844 -3.811 -2.611
H 5.122 -1.457 -2.511
H 3.982 1.994 -2.387
H 4.080 2.746 -4.706
H 3.183 1.331 -6.524
H 2.097 -0.829 -5.975
H 1.991 -1.591 -3.640
C -1.234 -0.442 -0.843
H -2.311 -0.420 -0.664
H -1.079 -0.831 -1.856
*
```

Output
LUMO (spin up / spin down) = -3.6 / -3.6 eV
Orbital gap (spin up / spin down) = 6.785 / 6.782 eV
ΔE to the lowest compared entry with this formula, charge and spin = 42.9 kcal per mole

=====

# 2
ORCA calculation (ωB97M-V/def2-TZVPD) on C19H18N2O9SeV as an isolated structure at a distorted geometry.

The geometry in ORCA input format:
```
! wB97M-V def2-TZVPD RIJCOSX def2/J DEFGRID3
* xyz 0 2
V -0.423 -12.406 -9.698
C -2.408 -13.864 -13.203
C -2.457 -15.058 -12.201
C -1.876 -16.394 -12.779
O -3.984 -15.128 -12.071
C -2.034 -14.841 -10.685
O -2.480 -15.507 -9.747
O -1.237 -13.791 -10.707
H -2.835 -14.150 -14.156
H -1.334 -13.532 -13.411
H -2.967 -12.973 -12.809
H -2.358 -16.531 -13.718
H -2.113 -17.210 -12.023
H -0.767 -16.224 -12.917
H -4.036 -15.728 -11.269
O -0.169 -11.572 -12.806
Se 0.507 -10.817 -11.513
O -0.718 -10.684 -10.145
O 1.379 -11.900 -10.466
O 1.398 -9.430 -11.622
O -0.066 -13.222 -7.704
C -1.254 -12.898 -7.390
N -1.808 -12.815 -6.139
C -2.981 -11.866 -6.099
C -3.103 -11.629 -7.639
O -3.921 -10.830 -8.108
N -2.174 -12.431 -8.345
C -2.761 -10.549 -5.436
C -3.646 -9.462 -5.508
C -3.477 -8.347 -4.678
C -2.411 -8.275 -3.802
C -1.425 -9.277 -3.809
C -1.573 -10.359 -4.647
C -4.313 -12.470 -5.756
C -4.994 -12.182 -4.563
C -6.359 -12.524 -4.483
C -7.004 -13.255 -5.468
C -6.245 -13.718 -6.538
C -4.906 -13.359 -6.629
H -1.425 -13.275 -5.344
H -4.387 -9.500 -6.303
H -4.227 -7.557 -4.718
H -2.292 -7.379 -3.235
H -0.564 -9.202 -3.191
H -0.836 -11.143 -4.697
H -4.548 -11.556 -3.784
H -6.949 -12.215 -3.612
H -8.051 -13.364 -5.440
H -6.655 -14.308 -7.338
H -4.257 -13.904 -7.346
*
```

Output
LUMO (spin up / spin down) = -3.5 / -2.8 eV
Orbital gap (spin up / spin down) = 5.826 / 6.542 eV

=====

Question: Number 1 is which compound?
Answer: C40H42BMoN4O4S2